(1)
This record from the Open Molecules 2025 dataset describes 2 unconnected molecules or ions with the total composition C23H39F3N2O2. The level of theory is the ωB97M-V functional and the def2-TZVPD basis.

```
69
Properties=species:S:1:pos:R:3:forces:R:3
C 1.39502 -3.91143 1.38899 -0.01 0.10 0.02
C 2.51616 -3.60739 0.76100 0.28 0.25 0.26
C 2.68445 -3.74954 -0.69541 0.20 -0.88 0.10
N 2.41990 -2.50617 -1.43243 -0.21 -0.85 -0.41
C 1.69521 -2.53365 -2.61077 0.14 -0.23 0.35
C 1.56494 -1.27941 -3.02858 0.18 -0.02 -1.06
C 0.84415 -0.72292 -4.17930 -0.38 0.72 0.63
C -0.63166 -0.53524 -3.80193 0.13 0.21 -0.10
C -1.30457 -1.82285 -3.64928 -0.48 -0.19 0.20
F -1.92038 -2.28270 -4.73738 -0.08 -0.47 -0.89
C -1.30946 -2.59253 -2.58411 0.15 0.56 -0.34
F -0.87332 -2.18235 -1.42547 0.38 0.16 0.97
F -1.66782 -3.83634 -2.56257 -0.62 -0.94 0.14
N 2.24675 -0.51042 -2.14245 0.10 0.61 0.08
C 2.76346 -1.25528 -1.17633 -0.37 -0.19 0.44
C 3.56477 -0.75176 -0.07158 0.78 0.31 -0.11
C 3.82874 0.73566 -0.14741 -0.30 0.04 0.10
C 2.65743 1.70284 0.06770 0.38 -0.83 -0.06
C 1.50907 1.19987 0.90320 0.15 0.09 0.27
C 0.67255 2.36205 1.38227 -0.46 -0.59 -1.18
C -0.12834 3.04407 0.26672 0.29 0.32 0.81
C -1.58796 3.12406 0.60321 -0.53 -0.20 -0.46
C -2.35014 1.80405 0.66740 0.48 0.77 0.10
C -3.77015 2.00861 0.21937 -0.11 -0.33 -0.09
C -4.56887 0.73464 0.09675 0.21 0.05 0.16
C -4.67550 -0.02930 1.40375 -0.56 -0.39 -0.44
O -4.19712 -1.35875 1.25808 0.46 0.12 -0.12
C -3.29059 -1.73525 2.27291 -0.54 -0.04 -0.25
H 1.10843 -3.33507 2.23879 0.21 -0.50 1.26
H 0.75430 -4.70459 1.07184 -0.94 0.21 -0.79
H 3.33169 -3.21923 1.33559 0.15 1.05 0.09
H 3.62579 -4.17676 -0.99180 0.66 0.14 -0.23
H 1.92893 -4.43622 -1.02015 -0.49 -0.37 -0.42
H 1.27938 -3.39671 -3.05810 -0.07 -0.80 -0.02
H 1.25832 0.25421 -4.35227 0.24 0.51 -0.48
H 0.96818 -1.31922 -5.06056 0.01 -0.35 -0.46
H -0.71116 0.03864 -2.89637 0.05 0.29 0.53
H -1.13720 0.03012 -4.55978 -0.32 0.30 -0.49
H 2.33535 0.48659 -2.20414 0.06 0.33 0.22
H 4.52819 -1.22988 -0.16952 0.51 -0.39 0.08
H 3.18775 -1.06545 0.87453 -0.58 -0.11 0.64
H 4.29708 0.90288 -1.10279 0.40 0.35 -0.48
H 4.57524 0.94920 0.59405 0.43 0.05 0.36
H 3.06615 2.53030 0.61031 0.22 0.76 0.08
H 2.31838 2.07617 -0.88514 -0.32 0.38 -0.46
H 0.89513 0.47055 0.38968 -0.29 -0.36 -0.38
H 1.89440 0.70819 1.78643 0.21 -0.24 0.38
H 1.35524 3.07669 1.78971 0.17 0.40 0.83
H -0.00504 1.98847 2.12886 -0.03 0.22 0.85
H 0.19150 4.07100 0.21797 0.37 0.55 -0.31
H 0.05627 2.62598 -0.71664 -0.10 -0.39 -0.41
H -1.70469 3.64653 1.53602 0.02 0.29 0.53
H -2.07523 3.73017 -0.14482 -0.22 0.45 -0.40
H -1.83630 1.09708 0.03163 0.07 -0.59 -0.29
H -2.31173 1.46343 1.68628 0.10 -0.52 0.44
H -3.74357 2.48565 -0.74545 -0.09 0.36 -0.54
H -4.26695 2.69207 0.89110 -0.20 0.39 0.34
H -5.54572 0.95326 -0.30063 -0.49 0.08 -0.17
H -4.07721 0.10010 -0.62199 0.20 -0.45 -0.33
H -5.71688 -0.09297 1.68332 -0.46 0.00 0.32
H -4.15918 0.49681 2.18839 0.35 0.11 0.43
H -3.81977 -1.93322 3.19123 -0.18 -0.02 0.60
H -2.82330 -2.64922 1.96058 0.31 -0.50 -0.21
H -2.53843 -0.98281 2.44732 0.38 0.37 0.07
C 1.06349 3.20657 4.62626 0.26 0.31 -0.02
O 0.16746 2.21229 4.52422 0.10 -0.05 -0.26
H 1.11564 3.72243 5.62439 -0.10 -0.12 -0.06
H 2.15262 2.93110 4.44304 -0.15 -0.15 -0.01
H 0.93074 4.08231 3.91227 -0.13 -0.16 0.03
```
Forces are in eV/Å.

## Properties
E_HOMO in eV: -4.32
Energy relative to the best compared isomer or geometry (same formula, charge and spin) in kJ/mol: 0.0
Charge: 0


(2)
This record from the Open Molecules 2025 dataset describes a molecular structure, C21H61AsCaF6NO25P6. The level of theory is the ωB97M-V functional and the def2-TZVPD basis.

```
122
Properties=species:S:1:pos:R:3:forces:R:3
Ca 0.49276 0.14167 0.25171 0.19 0.04 0.23
As 5.33096 2.55517 5.85643 -0.42 0.92 -0.15
F 4.41662 4.07916 5.67984 0.38 -1.12 0.28
F 6.19829 2.94926 4.36536 -0.12 -0.33 0.77
F 6.21449 1.04312 6.04887 -0.56 0.89 -0.34
F 4.38619 2.10866 7.32219 0.79 0.54 -1.57
F 4.09923 1.80304 4.71551 0.78 0.14 1.31
F 6.54953 3.47938 6.78512 -1.08 -1.15 -0.58
C -1.86422 -1.28126 7.44117 0.47 -0.93 0.10
O -1.22574 -1.47779 6.38932 -1.13 0.26 2.25
N -1.79078 -1.98550 8.63709 0.23 -0.17 -2.21
C -2.78591 -1.89660 9.69479 1.14 0.17 0.42
C -0.91369 -3.15431 8.75720 -0.51 0.41 -0.19
H -2.60764 -0.48109 7.57995 0.05 0.18 -0.44
H -3.26996 -0.91998 9.69817 -0.34 -0.33 -0.17
H -2.24099 -1.98515 10.63464 0.14 0.36 0.20
H -3.41893 -2.78248 9.74588 -0.58 0.26 -0.58
H -1.54224 -4.00308 9.02669 0.18 -0.10 0.50
H -0.46204 -3.45073 7.81050 0.16 0.59 0.05
H -0.18330 -2.87549 9.51674 0.21 -0.67 -0.03
C -2.53657 -2.24738 -8.34095 0.14 0.19 0.73
O -1.90997 -1.96201 -7.04874 0.53 1.18 0.24
P -0.53362 -1.10829 -6.83246 -2.07 0.35 -2.86
O -0.34328 -0.60381 -5.47446 0.07 -0.41 0.18
O 0.53996 -2.10992 -7.47139 -0.85 2.09 -0.25
C 1.06116 -3.09117 -6.66912 2.78 -2.17 1.12
O -0.62464 0.03962 -8.00238 1.24 -1.99 1.43
C -1.46162 1.19057 -7.96028 -0.63 -0.61 0.42
H -2.21172 -1.61273 -9.16545 0.69 -0.18 0.17
H -3.59625 -2.00652 -8.25643 -0.02 -0.37 0.37
H -2.36478 -3.31156 -8.50252 -0.16 0.22 -0.39
H 1.20226 -2.88056 -5.60902 -1.14 0.32 0.18
H 2.11894 -3.24473 -6.88266 0.27 0.40 -0.76
H 0.70653 -4.10563 -6.85136 -0.97 0.27 0.12
H -0.86436 2.08528 -7.78454 -0.04 -0.04 -0.64
H -2.19498 1.15965 -7.15449 0.02 -0.25 0.22
H -2.02921 1.08150 -8.88442 0.17 1.00 -0.11
C -7.56703 -2.55802 -2.48328 -0.53 0.79 -0.51
O -7.43240 -2.85871 -1.11018 1.48 -0.84 1.26
P -6.04025 -3.28058 -0.36373 0.26 2.04 -0.54
O -5.00445 -2.18266 -0.45458 -1.58 -2.23 0.37
O -6.60484 -3.70000 1.07863 0.11 0.00 -0.85
C -7.27270 -2.76946 1.92036 0.12 1.86 0.29
O -5.56814 -4.68392 -0.94229 -0.25 1.97 -0.13
C -6.54261 -5.71062 -1.10799 0.77 -1.40 1.48
H -7.92218 -3.43572 -3.02327 0.02 0.06 -0.02
H -6.71624 -2.11209 -2.99846 0.57 -0.40 0.44
H -8.30175 -1.75334 -2.51165 -0.33 -0.29 -0.19
H -7.46263 -1.81050 1.43825 -0.06 -0.10 -0.64
H -6.61235 -2.44172 2.72326 0.00 -0.68 0.29
H -8.25202 -3.07004 2.29275 0.35 -0.77 -0.11
H -6.29376 -6.36296 -0.27095 -0.13 -0.65 -0.23
H -6.29439 -6.22416 -2.03685 -0.66 0.21 -0.02
H -7.57406 -5.44795 -0.87301 0.02 0.49 -0.87
C -4.96741 7.97790 2.51306 -2.29 0.09 -0.85
O -3.97810 7.03430 2.35175 2.12 -3.43 1.04
P -4.19210 5.44733 2.84821 -0.79 1.55 -1.51
O -3.08800 4.55149 2.49310 -0.26 0.48 -0.30
O -4.44591 5.53422 4.41154 -1.74 -0.96 -1.26
C -3.48927 6.18647 5.14593 2.56 2.12 1.48
O -5.65502 5.08686 2.21560 3.00 -0.29 3.45
C -6.07810 5.30585 0.92551 -1.87 1.28 -0.64
H -5.87036 7.49916 2.89197 -0.22 0.16 0.31
H -5.20718 8.22743 1.47945 -0.24 0.93 0.16
H -4.76901 8.85037 3.13559 0.64 -0.19 -0.10
H -2.44895 5.99167 4.88538 -0.02 -0.81 -0.39
H -3.52335 6.04049 6.22558 -0.73 -0.53 -0.19
H -3.50464 7.26736 5.00620 -0.61 0.22 -0.08
H -6.82747 6.08519 1.06400 -0.55 -0.02 -0.46
H -6.60810 4.39657 0.64197 0.44 0.13 -0.73
H -5.40866 5.79294 0.21649 0.64 -0.85 0.01
C 7.28801 0.48432 -4.29687 -0.04 0.99 -0.47
O 7.27501 -0.91261 -4.10782 -0.13 -1.78 2.71
P 7.21914 -1.48135 -2.53616 -1.27 1.58 0.64
O 6.02821 -0.96961 -1.69531 2.94 -1.70 -2.37
O 7.25732 -3.07787 -2.73713 1.33 0.21 -1.02
C 8.23538 -3.85165 -3.61410 -0.42 0.06 0.45
O 8.64814 -0.99381 -1.90570 -1.75 -0.36 -2.00
C 9.08055 -1.33123 -0.60589 0.27 -0.27 0.68
H 6.56996 0.78944 -5.05806 -0.17 -0.46 -0.13
H 8.26742 0.75434 -4.69176 0.06 0.25 0.43
H 6.98857 1.03492 -3.40509 0.43 -0.03 0.15
H 9.07801 -4.28571 -3.07590 -0.24 0.50 0.79
H 8.69055 -3.31467 -4.44631 -0.62 0.59 0.17
H 7.70744 -4.72433 -3.99856 -0.44 0.42 0.04
H 8.27915 -1.33961 0.13289 -0.13 0.16 -0.14
H 9.82219 -0.58171 -0.32967 -0.07 -0.14 0.05
H 9.54094 -2.31903 -0.62545 0.09 0.00 0.05
C -0.80586 8.89064 -3.55524 -0.97 1.30 0.35
O -0.33763 7.65734 -3.12058 2.47 -1.89 1.39
P 1.08668 7.55138 -2.28489 -1.29 0.75 0.85
O 1.35442 6.19032 -1.73352 -0.37 1.91 -1.02
O 2.16706 8.14315 -3.32502 -0.67 -0.01 1.27
C 2.82360 9.42038 -3.11864 0.03 -0.18 0.88
O 0.89289 8.76172 -1.11869 0.28 -1.78 -2.50
C 1.70744 8.73590 0.05813 -0.65 -0.07 0.52
H -1.02643 8.95200 -4.62092 0.73 -0.29 -0.17
H -0.13931 9.67400 -3.19447 -0.23 0.33 -0.41
H -1.78795 9.02373 -3.10150 0.02 0.27 0.29
H 3.88863 9.20509 -3.03220 0.06 0.30 -1.17
H 2.66211 9.87876 -2.14298 -0.72 -0.33 0.12
H 2.40892 10.12452 -3.83998 0.80 -0.16 -0.33
H 2.46993 7.95799 0.01871 -0.08 0.05 0.13
H 0.98773 8.57485 0.86074 0.39 -0.34 0.27
H 2.14249 9.71655 0.25090 0.15 0.01 -0.42
C 4.21618 -6.71802 2.47968 -0.66 0.24 -1.27
O 2.94441 -7.43327 2.41163 -0.58 -0.45 -0.40
P 1.76724 -7.17431 1.27639 1.99 0.74 2.11
O 1.57597 -5.73619 1.12796 -0.27 0.26 -0.94
O 0.50148 -7.85212 1.89346 -0.01 -0.89 -0.29
C 0.29694 -9.26761 1.99888 -1.08 -0.56 1.74
O 2.17493 -8.00593 -0.01177 0.23 -0.62 0.43
C 3.06752 -9.13410 0.09894 0.89 -0.72 -1.18
H 4.64496 -6.75219 1.47816 0.27 0.10 0.01
H 4.93807 -7.15490 3.16969 -0.63 -0.42 0.13
H 4.06887 -5.66914 2.73710 -0.24 -0.11 0.09
H -0.03644 -9.45069 3.02037 0.45 0.28 0.44
H 1.14488 -9.94242 1.88171 0.13 0.51 -0.61
H -0.61980 -9.61490 1.52236 0.44 0.37 -1.13
H 3.53647 -9.24351 1.07679 -0.04 0.30 -0.22
H 3.78006 -9.09151 -0.72482 0.66 1.06 0.40
H 2.71037 -10.10835 -0.23480 -1.56 0.08 0.67
```
Forces are in eV/Å.

## Properties
E_HOMO in eV: -10.67
Charge: +1


(3)
This record from the Open Molecules 2025 dataset describes 2 unconnected molecules or ions with the total composition C2H3NO2. The level of theory is the ωB97M-V functional and the def2-TZVPD basis.

```
8
Properties=species:S:1:pos:R:3:forces:R:3
C 1.10326 0.07193 -0.14219 0.00 3.66 0.70
C -1.74524 0.29913 0.00776 -1.21 -4.33 -0.61
N -0.70209 0.92997 -0.10739 3.80 -0.50 -0.20
O 1.75897 1.06753 -0.01949 -0.45 -1.39 -0.18
O 1.64827 -1.15997 -0.12867 -4.16 -0.44 -1.63
H -2.68083 0.85701 0.07280 -0.02 -0.07 0.11
H -1.78382 -0.90371 -0.08742 -0.22 2.69 0.47
H 2.40147 -1.16189 0.40460 2.26 0.38 1.34
```
Forces are in eV/Å.

## Properties
E_HOMO in eV: -9.44
Energy relative to the best compared isomer or geometry (same formula, charge and spin) in kJ/mol: 362.4
Charge: 0


(4)
This record from the Open Molecules 2025 dataset describes a molecular structure, C13H11F4IrN2OS4. The level of theory is the ωB97M-V functional and the def2-TZVPD basis.

```
36
Properties=species:S:1:pos:R:3:forces:R:3
Ir -0.01905 -0.86092 0.22217 -0.32 -0.48 -0.11
C 3.14578 -0.94823 0.44214 -0.09 0.04 -0.06
N 2.10612 -0.34228 -0.41101 0.14 -0.11 -0.11
C 2.26987 -0.79760 -1.80695 0.10 0.06 0.07
C 2.14059 1.12577 -0.30577 0.02 -0.11 0.11
C 0.96407 1.78730 -0.99493 -0.30 -0.02 0.03
N -0.30225 1.12779 -0.62993 0.37 0.05 0.18
C -1.48274 1.63552 -0.99726 0.00 0.12 -0.03
C -2.68199 1.01908 -0.51616 -0.08 0.15 -0.04
F -2.61926 -0.02624 0.30337 0.15 -0.04 0.09
C -3.92730 1.49695 -0.82973 -0.09 0.02 -0.05
F -4.98953 0.88129 -0.32737 -0.01 0.02 -0.02
C -4.08921 2.60603 -1.64530 -0.13 0.01 0.02
C -2.95640 3.23419 -2.13316 -0.03 0.08 -0.07
F -3.07364 4.29859 -2.91840 -0.04 -0.08 0.05
C -1.69535 2.78513 -1.83199 0.12 -0.09 0.04
F -0.67511 3.44984 -2.36692 0.14 -0.17 0.12
H 4.13966 -0.62297 0.12336 0.02 0.00 -0.01
H 3.08001 -2.03228 0.36659 -0.01 0.01 0.00
H 2.98047 -0.65492 1.47665 0.01 0.01 0.00
H 3.23224 -0.46244 -2.20852 -0.01 -0.01 0.01
H 1.47109 -0.40902 -2.43559 -0.02 -0.01 0.01
H 2.23568 -1.88448 -1.83203 0.00 -0.02 0.00
H 3.07148 1.51605 -0.73169 0.00 0.01 -0.01
H 2.13204 1.37444 0.75707 0.00 -0.02 0.00
H 1.08184 1.78503 -2.07791 -0.02 -0.04 -0.10
H 0.95331 2.83047 -0.68678 -0.10 0.14 -0.02
H -5.07637 2.97736 -1.88929 0.04 -0.02 0.01
O -0.36936 -5.22237 5.44596 -0.14 0.07 -0.08
C -0.31833 -4.45493 4.54251 0.31 -0.08 0.18
S -0.46662 -4.93881 2.82513 -0.08 0.04 -0.01
C -0.22909 -3.36674 2.16424 0.04 0.12 0.31
C -0.00111 -2.31714 3.06611 -0.02 -0.04 -0.12
S 0.23722 -0.69539 2.62401 -0.05 0.08 -0.21
S 0.01084 -2.70650 4.74472 -0.09 -0.12 0.10
S -0.27961 -3.18753 0.47266 0.16 0.43 -0.30
```
Forces are in eV/Å.

## Properties
E_HOMO (spin up / spin down) in eV: -10.81 / -12.12
2S+1: 6
Energy relative to the best compared isomer or geometry (same formula, charge and spin) in kJ/mol: 8.1
Charge: +1
Expectation value of S²: 8.81